{
  "formula": "C27H46BrN4Tl",
  "method": "ωB97M-V/def2-TZVPD",
  "homo_energy_ev": -13.98,
  "de_lowest_ev": 0.050,
  "largest_force_ev_per_a": 1.262,
  "energy_ev": -109427.4271,
  "total_charge": 2,
  "spin_multiplicity": 1,
  "symbols": ["Tl", "C", "C", "C", "C", "C", "C", "C", "C", "C", "C", "C", "C", "C", "C", "C", "C", "C", "H", "H", "H", "H", "H", "H", "H", "H", "H", "H", "H", "H", "H", "H", "H", "H", "H", "H", "H", "H", "H", "H", "H", "H", "H", "H", "H", "H", "H", "N", "C", "C", "C", "N", "H", "H", "H", "H", "H", "H", "H", "H", "H", "H", "C", "C", "N", "H", "H", "H", "Br", "C", "C", "C", "C", "N", "C", "H", "H", "H", "H"],
  "coordinates": [[0.87, 0.77, -0.72], [-1.22, -2.27, 0.40], [-0.56, -1.75, 1.47], [-1.54, -0.71, 2.11], [-2.64, -0.72, 1.32], [-2.49, -1.64, 0.24], [-3.48, -1.93, -0.80], [-4.19, -3.17, -0.17], [-2.85, -2.34, -2.14], [-4.49, -0.80, -0.99], [-1.43, 0.17, 3.31], [-2.76, 0.89, 3.56], [-0.38, 1.27, 3.07], [-1.10, -0.62, 4.59], [0.75, -2.32, 1.90], [1.75, -1.33, 2.51], [0.41, -3.43, 2.92], [1.47, -2.98, 0.70], [-0.87, -3.05, -0.25], [-3.52, -0.12, 1.46], [-3.51, -4.01, -0.07], [-5.00, -3.44, -0.84], [-4.61, -2.94, 0.81], [-2.19, -3.19, -2.04], [-2.29, -1.50, -2.55], [-3.63, -2.60, -2.85], [-5.06, -0.62, -0.09], [-5.20, -1.06, -1.78], [-3.98, 0.11, -1.28], [-3.03, 1.54, 2.73], [-2.67, 1.51, 4.45], [-3.57, 0.19, 3.74], [-0.64, 1.83, 2.17], [0.62, 0.87, 2.96], [-0.38, 1.95, 3.92], [-1.82, -1.42, 4.73], [-1.16, 0.05, 5.44], [-0.10, -1.05, 4.58], [1.43, -0.94, 3.47], [1.93, -0.51, 1.81], [2.70, -1.84, 2.68], [-0.08, -3.05, 3.80], [1.34, -3.91, 3.23], [-0.23, -4.18, 2.46], [1.58, -2.26, -0.11], [0.93, -3.84, 0.33], [2.45, -3.31, 1.01], [3.48, 0.23, -1.25], [4.51, 1.28, -1.33], [4.69, 2.02, -0.01], [3.57, 3.00, 0.33], [2.41, 2.31, 0.92], [3.79, -0.46, -0.56], [3.45, -0.26, -2.14], [4.21, 1.98, -2.12], [5.48, 0.85, -1.61], [5.62, 2.58, -0.07], [4.80, 1.29, 0.80], [3.23, 3.51, -0.57], [3.97, 3.75, 1.02], [1.74, 3.02, 1.21], [2.72, 1.84, 1.77], [-0.02, 5.87, -1.27], [0.25, 4.47, -1.26], [0.47, 3.35, -1.26], [0.85, 6.43, -0.93], [-0.86, 6.08, -0.61], [-0.28, 6.19, -2.28], [-0.85, -2.14, -6.14], [0.03, -0.62, -5.42], [0.41, 0.44, -6.23], [1.04, 1.52, -5.64], [1.24, 1.51, -4.27], [0.87, 0.50, -3.50], [0.29, -0.55, -4.06], [0.22, 0.41, -7.29], [1.37, 2.36, -6.24], [1.70, 2.34, -3.76], [0.03, -1.37, -3.41]],
  "mulliken_charge": [0.980, -0.903, 0.162, 0.259, -1.051, -0.249, 2.338, -1.696, -1.711, -1.711, 2.305, -2.178, -1.495, -1.750, 2.265, -1.461, -1.703, -1.857, 0.392, 0.584, 0.413, 0.467, 0.432, 0.377, 0.383, 0.442, 0.405, 0.445, 0.397, 0.432, 0.440, 0.459, 0.335, 0.143, 0.545, 0.418, 0.472, 0.280, 0.234, -0.111, 0.607, 0.336, 0.463, 0.383, 0.300, 0.439, 0.468, -0.370, -0.771, -0.587, -0.787, -0.374, 0.202, 0.217, 0.336, 0.421, 0.340, 0.309, 0.342, 0.448, 0.216, 0.195, -0.978, 0.377, -0.379, 0.313, 0.309, 0.316, -0.138, -0.444, -0.064, -0.972, -0.118, -0.084, -0.310, 0.463, 0.423, 0.462, 0.760]
}